No. 1
Formula: CH5O2P
Source: the OMol25 dataset
Level of theory: ωB97M-V with the def2-TZVPD basis set

```
9
Properties=species:S:1:pos:R:3:mulliken_charge:R:1
O -2.9982 0.4229 0.8052 -0.562
H -1.0401 0.0480 2.0075 0.066
C 0.4259 -0.3178 -0.8707 -0.658
H 1.0688 -0.4469 -0.0183 0.320
O -0.9047 0.2539 -0.4931 -0.240
H 0.3484 -1.3248 -1.2519 0.305
H 0.8825 0.4668 -1.4388 0.256
H -1.6861 -1.5239 0.8901 0.030
P -1.6702 -0.1138 0.7978 0.482
```

- E_HOMO (Eh) = -0.3818
- structure (SMILES) = CO[PH2]=O
- energy relative to the best compared isomer or geometry (same formula, charge and spin) (kJ/mol) = 6.9
- orbital gap (eV) = 11.08
- LUMO level (eV) = 0.69

---

No. 2
Formula: C6H7NO
Source: the OMol25 dataset
Level of theory: ωB97M-V with the def2-TZVPD basis set

```
15
Properties=species:S:1:pos:R:3:mulliken_charge:R:1
C -0.0051 1.4351 -2.2115 -0.961
H 1.6378 0.0199 2.1286 0.342
H 0.9880 1.7483 -2.2257 0.319
C 0.5135 0.3552 0.0637 -0.355
H -1.8837 -1.7931 0.8658 0.219
O 1.2166 -0.6807 2.8712 -0.462
N -1.0590 -0.8269 -1.0684 -0.672
H -0.6294 2.5306 -2.2775 0.240
C -0.1321 0.2808 -1.1186 0.179
C 0.2055 -1.2225 2.0619 -0.252
H -0.3886 1.0547 -3.4050 0.253
C -1.1754 -1.2415 0.1605 -0.263
H 1.3061 0.7935 0.7325 0.190
C -0.0766 -0.6761 0.8187 0.911
H -0.5178 -1.7773 2.6039 0.314
```

- E_HOMO (Eh) = -0.3258
- structure (SMILES) = CC1=C/C(=C\O)C=N1
- energy relative to the best compared isomer or geometry (same formula, charge and spin) (kJ/mol) = 444.0
- orbital gap (eV) = 8.55
- LUMO level (eV) = -0.31

---

No. 3
Formula: C9H11NOS
Source: the OMol25 dataset
Level of theory: ωB97M-V with the def2-TZVPD basis set

```
23
Properties=species:S:1:pos:R:3:mulliken_charge:R:1
H -3.8999 -1.4925 -0.7507 0.152
H -0.3283 -1.0682 2.4928 0.399
H 0.7379 -0.3612 -3.4476 0.357
H 3.5357 -1.6199 -0.4143 0.427
H 2.7756 -1.6926 -2.7832 0.321
C -0.3342 -0.0193 2.4635 -1.515
H -2.0670 -0.8647 -1.3724 0.149
H -1.2023 0.2894 3.0313 0.407
H -2.7831 2.2424 0.5018 0.250
C -1.7422 2.6763 0.7518 0.144
S -2.6230 -1.3839 -0.2459 -0.283
C 2.2222 -1.0950 -2.0214 -0.186
H -0.4443 0.9379 -1.5908 0.447
C 0.3830 0.2166 -1.3525 -0.089
C 0.6493 0.1030 -0.0036 0.608
C 1.7151 -0.7951 0.3409 -0.395
H 0.4504 0.3712 3.1877 0.349
H 1.9561 -1.0612 1.3277 0.436
O -1.4623 3.8480 1.0095 -0.597
C 1.0401 -0.3481 -2.3906 -0.725
C 2.6126 -1.1704 -0.6279 -0.770
N -0.9570 1.6389 0.8251 0.043
C -0.2343 0.6483 1.0690 0.071
```

- E_HOMO (Eh) = -0.3439
- structure (SMILES) = C/C(=N\C=O)c1ccccc1.S
- energy relative to the best compared isomer or geometry (same formula, charge and spin) (kJ/mol) = 204.9
- orbital gap (eV) = 9.27
- LUMO level (eV) = -0.09

---

No. 4
Formula: C20H48BrOP
Source: the OMol25 dataset
Level of theory: ωB97M-V with the def2-TZVPD basis set

```
71
Properties=species:S:1:pos:R:3:mulliken_charge:R:1
H -1.1421 -0.0973 -2.3717 0.344
H 1.7985 -2.2260 0.9424 0.238
Br 1.1245 0.8825 1.0591 -0.262
C -0.7931 -2.8720 -0.3041 -1.299
C -1.4444 -0.7446 -1.5444 -0.610
H -1.8039 -3.2829 -0.3211 0.384
H 9.3954 2.2583 -0.9491 0.377
H -6.9115 1.2381 4.4912 0.387
H 6.2652 2.1785 1.1417 0.386
H -8.5855 0.8786 1.9440 0.280
C -3.3308 -1.8970 -2.8742 -0.638
H -3.5152 -0.2493 -4.2713 0.303
H -4.4029 -2.1048 -2.8206 0.428
H -0.6855 -2.3140 0.6310 0.231
H -9.2105 1.0594 3.5783 0.382
H -1.2823 -0.1602 -0.6338 0.272
C 8.3739 2.4134 -1.3067 -0.367
H 9.0113 3.8086 -2.8460 0.384
H 5.6469 0.2223 -1.3302 0.260
H -8.3699 2.4023 2.8025 0.293
C -4.8469 -1.6255 1.7904 -1.234
H -0.1006 -3.7158 -0.2797 0.375
C 5.3105 2.2776 -0.8202 -0.542
C 2.4143 -0.3637 0.2076 0.780
C -5.8431 1.1986 2.6338 -0.814
H 4.8548 1.1364 0.9566 0.034
C -5.8677 0.6389 1.2098 -0.483
H -4.9446 -2.7046 1.6623 0.385
H -6.0381 -1.1626 0.0651 0.311
H 8.8525 2.1427 -3.4045 0.292
H -3.2598 -1.5878 -0.7504 -0.302
H 3.4467 -1.1419 4.3476 0.054
H 4.1474 -0.4468 2.5625 0.055
C -3.0145 -1.2179 -4.2019 -1.244
H -4.7964 -1.4272 2.8624 0.376
H 6.0408 1.3409 -2.6090 0.350
H 1.7717 -0.8689 3.2010 0.061
H -4.9470 0.9442 0.7014 0.252
O 2.8970 -0.0360 -0.8176 -0.527
H 7.9490 3.1954 -0.6706 0.216
H 3.5417 -2.0499 0.5837 0.453
H -3.8917 -1.3206 1.3561 0.209
C 5.2718 2.1125 0.6940 -1.070
H -2.8349 -2.8717 -2.8360 0.258
C -2.9355 -1.0663 -1.6545 0.052
P 3.0838 -1.2981 2.9428 0.172
C -0.5297 -1.9671 -1.5036 -0.171
H 3.3016 -2.6879 3.0234 0.058
C -7.0522 0.8231 3.4897 -0.396
C 2.6668 -1.5614 1.0357 -1.091
H -1.9437 -1.0443 -4.3204 0.277
C -8.3783 1.3164 2.9219 -1.197
H 5.7110 3.2652 -1.0682 0.387
H 7.6663 0.8009 -0.0772 0.315
H 4.6475 2.8750 1.1618 0.366
H 7.4154 3.1242 -3.1282 0.276
H -5.7753 2.2898 2.5759 0.404
H 4.2897 2.2558 -1.2077 0.409
C 7.5901 1.1146 -1.1223 -0.783
H -6.6863 1.0983 0.6492 0.355
H 0.5081 -1.6227 -1.4819 0.180
H 8.0716 0.3246 -1.7083 0.398
H -6.9463 -1.2038 1.5562 0.356
C 6.1166 1.1908 -1.5289 -0.524
C -5.9959 -0.8811 1.1211 -0.372
H -7.0924 -0.2625 3.6184 0.218
C 8.4144 2.9007 -2.7507 -1.197
H -4.9326 0.8684 3.1410 0.321
H -3.3434 -1.8248 -5.0464 0.396
H -3.4928 -0.1234 -1.6727 0.427
H -0.6294 -2.5446 -2.4272 0.348
```

- E_HOMO (Eh) = -0.3347
- structure (SMILES) = O=C(Br)C[PH4].CCCCCC.CCCCCC.CCCCCC
- orbital gap (eV) = 9.44
- LUMO level (eV) = 0.33

---

Repeat the first record exactly.
Formula: CH5O2P
Source: the OMol25 dataset
Level of theory: ωB97M-V with the def2-TZVPD basis set

```
9
Properties=species:S:1:pos:R:3:mulliken_charge:R:1
O -2.9982 0.4229 0.8052 -0.562
H -1.0401 0.0480 2.0075 0.066
C 0.4259 -0.3178 -0.8707 -0.658
H 1.0688 -0.4469 -0.0183 0.320
O -0.9047 0.2539 -0.4931 -0.240
H 0.3484 -1.3248 -1.2519 0.305
H 0.8825 0.4668 -1.4388 0.256
H -1.6861 -1.5239 0.8901 0.030
P -1.6702 -0.1138 0.7978 0.482
```

- E_HOMO (Eh) = -0.3818
- structure (SMILES) = CO[PH2]=O
- energy relative to the best compared isomer or geometry (same formula, charge and spin) (kJ/mol) = 6.9
- orbital gap (eV) = 11.08
- LUMO level (eV) = 0.69

---

Among the records above, which one has the highest orbital gap? CH5O2P

---

The lowest orbital gap belongs to which entry? C6H7NO